DFT (ωB97M-V with the def2-TZVPD basis set) results for a 2-piece molecular cluster, C6H13P overall at a distorted geometry.

Last columns: bonded neighbours and bond lengths (Å).
Atoms and positions in Å:
1 C -0.690 -0.610 -1.161  C2 1.477, C3 1.533, H8 1.172, H9 1.109
2 C -0.755 0.564 -0.268  C1 1.477, C3 1.497, C4 1.531, H10 1.090
3 C -0.197 -0.710 0.287  C1 1.533, C2 1.497, C5 1.465
4 C -2.047 1.077 0.375  C2 1.531, H11 1.121, H12 1.041, H13 1.078
5 C -0.601 -1.687 1.301  C3 1.465, H14 1.036, H15 1.142, H16 1.048
6 C 2.415 1.005 -0.677  P7 1.886, H17 1.066, H18 1.062, H19 1.138
7 P 2.392 -0.304 0.680  C6 1.886, H20 1.385
8 H -1.642 -1.241 -1.426  C1 1.172
9 H -0.028 -0.525 -2.046  C1 1.109
10 H -0.306 1.516 -0.551  C2 1.090
11 H -1.602 1.683 1.207  C4 1.121
12 H -2.700 0.345 0.722  C4 1.041
13 H -2.401 1.827 -0.313  C4 1.078
14 H -1.621 -1.535 1.393  C5 1.036
15 H -0.181 -1.470 2.341  C5 1.142
16 H -0.173 -2.584 0.967  C5 1.048
17 H 3.425 1.323 -0.801  C6 1.066
18 H 2.022 1.849 -0.165  C6 1.062
19 H 1.818 0.660 -1.582  C6 1.138
20 H 2.871 -1.182 -0.280  P7 1.385

Values from the calculation:
* total charge: 0
* E_LUMO: 0.37 eV
* HOMO-LUMO gap: 8.098 eV

Atom charges from the natural (NBO) analysis, given in e for atoms 1 to 8:
1. C -0.48
2. C -0.29
3. C 0.06
4. C -0.60
5. C -0.68
6. C -0.92
7. P 0.35
8. H 0.21